Entry 1:
15
Properties=species:S:1:pos:R:3:forces:R:3 method="wB97M-V/def2-TZVPD" energy_ev=-9403.2568 total_charge=0 gap_ev=8.314 e_lumo_ev=0.464
C -1.46220 0.11297 0.98916 -0.1 0.1 0.2
C -1.38598 -0.04357 -0.50477 -0.4 -0.1 0.0
O -0.51713 0.80638 -1.19569 -0.5 0.1 0.3
C 0.75399 0.82751 -0.69637 -0.1 -0.1 0.2
C 1.31552 -0.35977 -0.21806 -0.6 -0.4 -0.7
O 0.55161 -1.32489 0.38101 -0.3 -0.3 -0.5
C -0.82392 -1.10857 0.37278 -0.4 -0.2 -0.1
H -0.79278 0.84211 1.43961 -0.1 -0.1 -0.1
H -2.42620 0.01489 1.47409 0.1 -0.1 0.0
H -2.27318 -0.23553 -1.09270 0.0 0.0 0.1
H 1.05949 1.84429 -0.46576 0.3 -0.5 -0.5
H 2.73226 1.04975 -0.39616 0.5 -0.5 1.0
H 2.10189 -0.86893 -0.76794 0.4 0.2 0.9
H 2.49237 0.50771 0.22986 1.4 1.6 -0.8
H -1.32574 -2.06434 0.45094 -0.1 0.1 0.0

---

Entry 2:
13
Properties=species:S:1:pos:R:3:forces:R:3 method="wB97M-V/def2-TZVPD" energy_ev=-10283.1937 total_charge=0 gap_ev=10.533 e_lumo_ev=0.796 smiles="[H]/N=C/OCC(N)=O"
H 1.62548 1.34605 -1.70264 0.1 -0.1 0.0
N 1.10866 0.69294 -1.12373 0.3 0.0 0.2
C 1.70069 0.52687 -0.01741 0.0 0.1 -0.2
O 1.24484 -0.20447 0.99266 -0.1 0.2 0.0
C -0.06373 -0.79583 1.01656 -0.1 -0.2 0.1
C -1.29546 -0.08690 0.40389 -0.2 0.1 0.1
N -1.53989 -0.26902 -0.92843 0.0 0.2 0.1
O -2.09200 0.43661 1.16154 0.2 -0.1 -0.2
H 2.66033 0.96679 0.27000 -0.1 0.0 -0.1
H -0.00239 -1.81636 0.62813 0.1 0.1 -0.1
H -0.28280 -0.82605 2.08122 -0.1 -0.2 -0.1
H -2.34332 0.25179 -1.25668 0.1 -0.1 0.0
H -0.72040 -0.22242 -1.52510 -0.1 -0.1 0.2

---

Entry 3:
14
Properties=species:S:1:pos:R:3:forces:R:3 method="wB97M-V/def2-TZVPD" energy_ev=-9955.3388 total_charge=0 gap_ev=9.603 e_lumo_ev=0.870 smiles="C=NNCC(=C)F"
C -0.55930 -1.50534 -1.25081 -1.2 0.1 -0.2
N -0.55000 -0.42664 -2.01565 0.5 -1.7 3.7
N -0.59009 0.80896 -1.25966 -2.0 -2.5 -3.0
C 0.21283 1.09827 -0.19106 3.8 2.7 0.9
C 0.01982 0.29246 1.01096 0.9 -1.3 3.1
C 0.90544 -0.35220 1.84738 -3.5 1.6 1.0
F -1.30678 0.36765 1.39793 1.0 -0.1 0.1
H -0.77072 -1.53618 -0.01800 0.8 0.1 -3.8
H -0.58171 -2.52639 -1.83038 0.2 2.1 1.3
H -0.62080 1.48647 -1.97226 0.1 1.1 -0.5
H 1.39788 1.26941 -0.37702 -2.2 -1.0 0.2
H -0.07144 2.17122 0.07367 0.2 -1.2 0.1
H 1.89891 -0.59911 1.63270 1.2 0.1 -0.7
H 0.61597 -0.54858 2.95221 0.1 0.0 -2.3

---

One value per record, in order, for energy above the lowest of the compared OMol25 structures with the same formula, charge and spin: 151.6 37.0 79.4 kcal per mole.
One value per record, in order, for HOMO level: -7.8 -9.7 -8.7 eV.